#P
{"formula": "C4H5FO3", "method": "wB97M-V/def2-TZVPD", "orbital_gap_ev": 9.58, "symbols": ["C", "H", "O", "H", "C", "C", "H", "H", "O", "O", "F", "H", "C"], "xyz": [[-0.239, 2.295, 0.014], [-0.612, -3.679, -0.345], [-0.353, -1.640, -0.574], [-1.192, 2.400, 0.418], [-0.305, -0.094, -0.776], [0.203, -2.964, 0.120], [-0.973, 0.205, -1.543], [0.571, 2.989, 0.532], [0.779, 0.526, 1.228], [1.213, -3.102, 0.678], [-0.292, 2.650, -1.330], [1.099, -0.389, 1.473], [0.101, 0.804, 0.106]]}

***

#Q
{"formula": "C4H5FO3", "method": "wB97M-V/def2-TZVPD", "orbital_gap_ev": 10.86, "symbols": ["H", "C", "H", "O", "H", "F", "C", "O", "C", "H", "H", "O", "C"], "xyz": [[2.612, -1.289, -0.512], [1.620, -0.905, -0.970], [-2.691, 1.776, 1.855], [-0.302, 0.269, -0.035], [1.509, -1.743, -1.811], [-1.555, 2.552, 0.477], [0.310, -0.889, -0.225], [1.890, 0.353, -1.635], [-1.356, 0.216, 0.856], [-1.384, -0.837, 1.564], [1.336, 1.008, -1.187], [-0.118, -1.876, 0.405], [-1.872, 1.367, 1.217]]}

***

The structure with the greatest stability is #Q.

***

#P
{"formula": "H4N2O2P", "method": "wB97M-V/def2-TZVPD", "charge": -1, "orbital_gap_ev": 8.94, "symbols": ["H", "H", "O", "H", "N", "O", "P", "H", "N"], "xyz": [[-1.015, 0.764, 1.759], [0.245, 0.564, -1.396], [-1.555, 0.652, -0.653], [0.949, -0.826, -1.275], [1.077, 0.171, -1.089], [-1.053, -1.532, 0.829], [-0.895, 0.037, 0.537], [1.420, -0.252, 0.940], [0.828, 0.421, 0.348]]}

***

#Q
{"formula": "H4N2O2P", "method": "wB97M-V/def2-TZVPD", "charge": -1, "orbital_gap_ev": 9.39, "symbols": ["H", "P", "O", "O", "N", "H", "N", "H", "H"], "xyz": [[-0.978, -1.534, -0.153], [0.814, -0.357, -0.901], [0.266, -0.716, -2.239], [2.196, -0.729, -0.491], [-0.307, -0.954, 0.331], [0.237, -1.541, 0.949], [0.624, 1.343, -0.679], [0.882, 1.571, 0.271], [-0.345, 1.579, -0.840]]}

***

The structure with the greatest stability is #Q.

***

#P
{"formula": "C6H6N2O", "method": "wB97M-V/def2-TZVPD", "orbital_gap_ev": 9.01, "symbols": ["H", "H", "C", "O", "C", "H", "C", "H", "H", "C", "N", "H", "C", "C", "N"], "xyz": [[-1.273, -1.459, 0.997], [-2.042, 0.657, 0.467], [-1.062, 0.555, 0.297], [-0.939, -1.811, 0.133], [-0.205, 1.265, 1.040], [2.723, -0.118, 0.121], [1.717, 0.131, 0.141], [-0.717, 1.953, 1.734], [1.103, -1.218, -1.397], [-0.528, -0.556, -0.595], [-1.738, -0.663, -2.915], [1.948, 1.457, 1.591], [-1.154, -0.696, -1.908], [1.212, 1.059, 0.965], [0.954, -0.557, -0.672]]}

***

#Q
{"formula": "C6H6N2O", "method": "wB97M-V/def2-TZVPD", "orbital_gap_ev": 8.67, "symbols": ["C", "C", "H", "N", "C", "C", "H", "H", "H", "H", "H", "N", "C", "C", "O"], "xyz": [[1.369, -0.618, 0.705], [1.596, 0.588, 0.180], [2.622, 0.840, 0.420], [-1.291, -1.322, -0.968], [-0.690, 1.479, -0.193], [-1.138, -0.864, 0.363], [-2.129, -1.465, -1.463], [2.202, -1.111, 1.192], [-1.355, 2.293, -0.585], [0.972, 2.435, -0.846], [-0.454, -1.678, -1.507], [-0.951, -1.540, 1.600], [0.121, -1.162, 1.066], [0.660, 1.533, -0.402], [-1.535, 0.592, 0.438]]}

***

#R
{"formula": "C6H6N2O", "method": "wB97M-V/def2-TZVPD", "orbital_gap_ev": 8.29, "symbols": ["N", "H", "C", "H", "N", "C", "H", "O", "H", "C", "H", "H", "C", "C", "C"], "xyz": [[0.537, 0.736, -1.057], [-0.903, 1.769, 0.016], [-0.705, -1.436, -1.252], [0.888, -1.633, -4.107], [-0.243, -1.921, -2.378], [1.573, -0.320, -2.878], [0.510, 1.764, 1.831], [2.389, 0.455, -2.939], [-0.418, 0.427, 2.211], [0.712, -1.309, -3.139], [-1.383, -2.154, -0.811], [0.982, 0.120, 1.656], [0.250, 0.805, 1.554], [-0.374, -0.147, -0.786], [-0.309, 0.957, 0.185]]}

***

The structure with the greatest stability is #P.

***

#P
{"formula": "C21H30CuN4OS", "method": "wB97M-V/def2-TZVPD", "charge": -1, "orbital_gap_ev": 5.55, "symbols": ["H", "O", "N", "H", "C", "C", "H", "C", "H", "H", "C", "N", "N", "C", "H", "H", "H", "H", "Cu", "N", "C", "H", "C", "C", "C", "H", "C", "H", "H", "H", "C", "C", "H", "H", "C", "H", "H", "C", "H", "C", "H", "H", "C", "C", "S", "H", "C", "C", "H", "C", "H", "H", "H", "H", "H", "H", "H", "C"], "xyz": [[-1.957, 1.096, 6.248], [-0.617, 1.916, 0.191], [-1.842, 0.462, -2.198], [-2.435, -1.527, 1.640], [0.131, 3.246, 4.934], [2.735, -0.799, 1.166], [-2.128, 1.238, -2.775], [-3.997, 0.535, -1.128], [0.610, 0.010, 4.990], [0.548, 1.213, 6.308], [-1.350, 0.300, 5.820], [-2.090, -0.509, -0.110], [-0.049, 1.900, 4.453], [-0.076, 5.279, 1.387], [-0.858, 0.439, -1.965], [1.269, -2.348, 1.454], [-4.848, -1.017, 1.745], [-0.112, 5.086, 2.446], [-0.089, 0.028, 0.344], [-0.142, 2.720, 2.348], [-0.134, 4.188, 0.517], [2.484, -0.268, 2.092], [-4.253, -0.657, 0.919], [-4.817, 0.106, -0.097], [2.348, -2.265, 1.343], [0.174, 7.787, -0.862], [-0.305, 2.801, 1.024], [2.189, -0.747, -0.904], [4.566, -1.215, 0.082], [4.550, 0.355, 0.885], [-0.207, 1.650, 3.116], [1.602, 3.663, 4.958], [-0.137, 3.571, -1.521], [-5.871, 0.349, -0.097], [-2.904, -0.938, 0.865], [-4.390, 1.133, -1.939], [2.393, 0.831, -0.171], [4.252, -0.687, 0.982], [2.181, 2.991, 5.588], [0.023, 5.705, -1.349], [-1.851, -0.088, 4.936], [1.702, 4.676, 5.342], [-0.091, 4.422, -0.859], [0.090, 6.781, -0.474], [-0.480, 0.025, 2.702], [-0.423, 3.919, 4.279], [1.954, -0.165, 0.004], [0.030, 0.831, 5.421], [4.783, -1.115, 1.834], [-2.646, 0.190, -1.120], [0.072, 7.407, 1.573], [2.821, -2.694, 2.227], [-0.293, 3.317, 5.942], [2.648, -2.844, 0.469], [0.053, 5.881, -2.416], [2.005, 3.630, 3.950], [-1.243, -0.509, 6.541], [0.035, 6.562, 0.895]]}

***

#Q
{"formula": "C21H30CuN4OS", "method": "wB97M-V/def2-TZVPD", "charge": -1, "orbital_gap_ev": 5.82, "symbols": ["H", "N", "H", "C", "H", "H", "C", "H", "C", "N", "C", "H", "C", "C", "H", "H", "H", "C", "C", "H", "C", "H", "C", "H", "H", "C", "H", "S", "H", "H", "C", "C", "C", "H", "C", "H", "Cu", "C", "H", "H", "H", "N", "H", "C", "O", "H", "C", "H", "H", "H", "N", "H", "C", "H", "H", "C", "H", "C"], "xyz": [[-4.135, -0.759, -4.087], [-0.092, 1.309, 0.926], [-1.771, -1.374, 3.921], [-4.325, -2.423, -1.141], [2.371, 1.649, 3.833], [-0.566, -1.025, -3.366], [0.193, 5.349, -2.036], [-5.018, -2.811, -0.408], [0.235, 1.824, 3.489], [-1.491, -1.068, -3.798], [0.216, 5.172, -0.659], [1.222, -3.902, -0.163], [-0.138, 2.801, -0.938], [2.295, -3.855, -0.367], [0.942, -0.218, 4.719], [2.530, -1.872, 0.346], [-0.885, -1.763, 5.410], [1.665, 2.312, 3.327], [1.909, -1.755, -1.704], [4.481, -2.904, -1.764], [-2.466, -1.470, -2.914], [0.089, 3.743, 0.956], [-4.752, -1.754, -2.286], [0.365, 6.022, -0.004], [2.317, -0.750, -1.899], [-3.832, -1.277, -3.186], [-0.448, 2.485, 2.963], [-0.382, -1.448, 1.237], [0.006, 4.373, -3.941], [4.576, -1.330, -0.970], [-0.180, 0.190, 1.680], [4.238, -2.362, -0.841], [-0.312, 1.381, -0.388], [2.833, -4.333, 0.460], [0.058, 3.901, -0.116], [-1.520, -0.132, 5.165], [-0.033, -1.529, -1.188], [0.231, -0.594, 3.977], [-2.566, -3.019, -0.059], [1.786, 3.316, 3.746], [2.093, -2.323, -2.633], [0.051, 0.460, 2.995], [-1.719, -0.255, -4.347], [-1.067, -0.990, 4.660], [-0.638, 0.523, -1.213], [0.323, 6.338, -2.461], [0.010, 4.249, -2.865], [-0.298, 2.110, -2.938], [-5.810, -1.599, -2.467], [1.917, 2.339, 2.267], [-2.051, -2.084, -1.804], [4.821, -2.811, -0.024], [-2.962, -2.550, -0.952], [0.688, -1.453, 3.490], [-0.056, 1.817, 4.543], [-0.156, 2.983, -2.314], [2.484, -4.445, -1.273], [2.726, -2.409, -0.593]]}

***

The structure with the greatest stability is #Q.